No. 1
# C33H23CdFN7O9

A structure of composition C33H23CdFN7O9 (the ωB97M-V functional and the def2-TZVPD basis, the Open Molecules 2025 dataset).

Structure (XYZ):
```
74
Properties=species:S:1:pos:R:3
Cd -0.50094 -1.42026 1.94136
O 1.18893 -2.30079 5.87844
C 0.93490 -2.43553 4.58359
O 1.46669 -1.80511 3.70629
C -0.10651 -3.48964 4.31058
C -0.54909 -4.39500 5.26132
C -1.50770 -5.31655 4.87767
C -2.00877 -5.28128 3.58511
C -1.52848 -4.32049 2.71225
N -0.57644 -3.47013 3.07182
C -2.02510 -4.09890 1.29417
O -3.08329 -4.78570 0.88452
O -1.47157 -3.33237 0.54966
H 1.84853 -1.59465 5.99176
H -0.14587 -4.37692 6.26346
H -1.87090 -6.05318 5.58152
H -2.75518 -6.00545 3.28547
H -3.49125 -5.30367 1.59062
C 3.82992 3.50418 -10.26412
O 2.63612 3.83074 -9.56604
C 2.41558 3.23866 -8.37477
C 1.22650 3.58779 -7.73083
C 0.91083 3.03627 -6.51171
C 1.77112 2.12087 -5.89780
C 2.95026 1.78057 -6.54545
C 3.28212 2.32876 -7.77680
C 1.39837 1.55351 -4.59941
N 0.29038 1.81882 -3.94204
C 0.36422 1.07096 -2.79924
C 1.52369 0.34471 -2.75213
N 2.18190 0.66099 -3.91628
C 1.86104 -0.52235 -1.67277
C 3.03379 -1.28876 -1.59025
C 3.25285 -2.08914 -0.50141
C 2.29401 -2.11908 0.51073
N 1.18379 -1.41025 0.45206
C 0.93803 -0.61389 -0.61573
C -0.31092 0.15202 -0.65440
N -1.18284 0.02638 0.37547
C -2.31344 0.70471 0.36296
C -2.66214 1.56607 -0.68044
C -1.80004 1.70677 -1.73441
C -0.59322 0.98968 -1.73712
H 3.80685 4.07996 -11.18321
H 3.86650 2.43973 -10.50417
H 4.71278 3.78160 -9.68477
H 0.56646 4.29693 -8.21270
H -0.00929 3.30295 -6.00870
H 3.64389 1.07312 -6.10451
H 4.20674 2.04293 -8.25488
H 3.07503 0.31423 -4.21758
H 3.76601 -1.24510 -2.38748
H 4.14785 -2.68816 -0.41382
H 2.43330 -2.72431 1.39713
H -2.97184 0.56732 1.21188
H -3.59865 2.10339 -0.63895
H -2.01755 2.35770 -2.57171
F -0.29590 1.88697 7.94231
C -1.14743 2.06163 6.92942
C -1.80949 1.03600 6.40466
N -2.71462 1.18890 5.37193
C -3.25881 0.02394 4.71081
C -2.27680 -0.63256 3.76398
O -2.70135 -1.54208 3.01458
O -1.07778 -0.21663 3.74822
C -2.88648 2.41018 4.74584
O -3.58446 2.55684 3.76390
N -2.23988 3.45732 5.36528
C -1.33443 3.41918 6.43228
O -0.80397 4.41497 6.85237
H -1.67662 0.03333 6.78782
H -4.11646 0.33703 4.12353
H -3.60210 -0.69888 5.45096
H -2.40137 4.36820 4.95789
```

Values from the calculation:
Total charge ... +1
Frontier orbital gap ... 6.5654 eV
Highest occupied orbital energy ... -10.0 eV

=====

No. 2
# C41H43CoN9O2Si2

A structure of composition C41H43CoN9O2Si2 (the ωB97M-V functional and the def2-TZVPD basis, the Open Molecules 2025 dataset).

Structure (XYZ):
```
98
Properties=species:S:1:pos:R:3
Co -0.67817 0.27918 -0.56789
O -4.63648 0.60163 0.31876
C -3.41541 0.70422 0.15121
N -2.50236 -0.22151 -0.13225
C -2.79723 -1.58729 -0.17593
C -3.81151 -2.20374 0.55973
C -3.93336 -3.58350 0.55562
C -3.04242 -4.34919 -0.18760
C -2.05091 -3.73444 -0.93361
C -1.91264 -2.34348 -0.95011
N -0.84701 -1.66259 -1.60620
C -0.56231 -2.19522 -2.81656
O -1.32678 -2.90988 -3.48514
C 0.81877 -2.06219 -3.45775
C 1.22791 -3.18311 -4.19619
C 2.48186 -3.19495 -4.76530
C 3.29933 -2.08143 -4.60732
C 2.80414 -1.01154 -3.88720
N 1.59237 -0.99693 -3.32074
C -2.75938 2.05460 0.30380
C -3.44017 3.14559 0.82164
C -2.73866 4.31783 1.03222
C -1.37760 4.34916 0.75250
C -0.77478 3.21528 0.24405
N -1.46570 2.10516 -0.00613
H -4.48727 -1.58556 1.13151
H -4.71620 -4.05753 1.13694
H -3.11949 -5.43107 -0.19083
H -1.37136 -4.33767 -1.51856
H 0.54548 -4.01405 -4.29061
H 2.82559 -4.06236 -5.31801
H 4.29709 -2.04082 -5.02626
H 3.41069 -0.12692 -3.72882
H -4.48868 3.02791 1.05654
H -3.23019 5.18514 1.45471
H -0.78768 5.23921 0.92999
H 0.27829 3.16874 -0.00900
C 3.36417 -3.15685 1.82539
Si 1.88635 -2.50531 0.81192
C 0.33700 -2.99324 1.72508
C 2.03722 -3.47861 -0.77326
N 1.86181 -0.78076 0.47572
C 2.71640 -0.14866 -0.46825
C 4.05293 -0.52150 -0.52641
C 5.00199 0.16209 -1.28173
C 4.58818 1.32400 -1.91025
C 3.25337 1.69739 -1.87865
C 2.22633 0.92434 -1.28284
N 0.89721 1.24990 -1.42527
Si 0.23103 1.92065 -2.88192
C -0.64798 3.59459 -2.70122
C -1.13245 0.88740 -3.67393
C 1.39087 2.31363 -4.33078
H 3.03016 -4.06585 2.33982
H 3.75285 -2.47899 2.58263
H 4.18991 -3.44078 1.16529
H 0.18533 -4.07290 1.61572
H -0.54592 -2.49407 1.32209
H 0.40987 -2.75587 2.78803
H 2.48829 -4.45001 -0.54502
H 2.67235 -2.97169 -1.50526
H 1.05840 -3.64908 -1.22187
H 4.36510 -1.36175 0.08496
H 6.03482 -0.16391 -1.30454
H 5.30174 1.95642 -2.42993
H 2.97376 2.62307 -2.35508
H -1.57268 3.54135 -2.12297
H -0.91719 3.88636 -3.72227
H -0.02751 4.39145 -2.28004
H -1.76009 0.36749 -2.94684
H -0.72870 0.13558 -4.35254
H -1.78095 1.55933 -4.24657
H 2.07869 3.13954 -4.13962
H 0.72980 2.61842 -5.15040
H 1.97010 1.45259 -4.66801
C 1.99045 -0.21559 2.88484
C 1.42934 0.15987 1.53820
N -0.02526 0.25864 1.50871
C -0.69880 0.29992 2.61143
C -0.18338 0.05518 3.92430
C 1.21748 -0.29424 3.97146
C -1.00246 -0.07069 5.05562
C -2.18194 0.56372 5.38845
C -2.58434 1.89381 5.05508
C -1.73698 2.86442 4.46663
C -2.15187 4.16627 4.46821
N -3.35606 4.57430 4.91476
C -4.10581 3.58220 5.38625
N -3.80196 2.30101 5.50526
H 3.04926 -0.43056 2.92583
H 1.82312 1.14128 1.24194
H -1.78187 0.39210 2.50795
H 1.63950 -0.61463 4.92120
H -0.65794 -0.81100 5.78498
H -2.79732 0.11758 6.16216
H -0.76711 2.58739 4.07654
H -1.49858 4.94377 4.08281
H -5.09782 3.86284 5.73502
```

Values from the calculation:
Total charge ... -2
Frontier orbital gap (alpha / beta) ... 5.9370 / 5.9199 eV
Highest occupied orbital energy (alpha / beta) ... -1.5 / -1.5 eV
Multiplicity ... 2

=====

No. 3
# C7H21ClI2IrN5P2

A structure of composition C7H21ClI2IrN5P2 at a distorted geometry (the ωB97M-V functional and the def2-TZVPD basis, the Open Molecules 2025 dataset).

Structure (XYZ):
```
39
Properties=species:S:1:pos:R:3
I 0.24785 0.97486 -4.87078
I 0.14591 -1.44445 -4.42218
Ir -0.50934 0.31412 0.35331
P -2.34533 0.08252 -0.62310
C -3.50274 0.14009 0.79130
C -2.87312 1.37370 -1.80051
H -3.95520 1.26635 -1.97436
H -3.75944 -1.51579 -1.77393
H -2.32248 1.26887 -2.74606
H -2.13941 -1.37059 -2.56040
H -3.76128 1.18054 0.96730
H -2.67265 2.34952 -1.34422
C -2.67895 -1.42284 -1.60196
H -4.37814 -0.46884 0.58303
H -2.32379 -2.28975 -1.03262
H -2.94629 -0.25964 1.65051
P 2.61220 0.05923 -0.98579
C 3.38236 0.06919 0.65306
C 3.08246 -1.43538 -1.88757
H 2.83021 1.54249 -2.90097
H 4.33285 1.47112 -1.91271
H 2.90379 2.38886 -1.34013
C 3.24304 1.50928 -1.89278
H 2.57767 -1.50326 -2.86128
H 4.17205 -1.41706 -2.00743
H 4.42899 -0.28433 0.58304
H 2.80711 -0.59502 1.32118
H 2.80363 -2.31278 -1.29247
H 3.36061 1.09501 1.06814
Cl 0.42348 0.84125 -1.59923
N -1.24764 -1.04075 5.13446
N -0.43066 -0.55573 4.12038
N 0.23550 0.64241 4.33175
C 0.46388 1.03161 3.09775
N -0.05602 0.13078 2.15813
N -0.73291 -0.82458 2.85848
H -1.63632 -1.93279 4.89978
H -0.76279 -1.00985 6.01171
H 0.98095 1.95163 2.84717
```

Values from the calculation:
Total charge ... +3
Frontier orbital gap (alpha / beta) ... 5.2882 / 4.6388 eV
Highest occupied orbital energy (alpha / beta) ... -16.5 / -18.6 eV
Multiplicity ... 6

=====

No. 4
# C16H30FeNOP

A structure of composition C16H30FeNOP at a distorted geometry (the ωB97M-V functional and the def2-TZVPD basis, the Open Molecules 2025 dataset).

Structure (XYZ):
```
50
Properties=species:S:1:pos:R:3
C -2.06751 0.33474 -3.26395
C -2.07912 -0.70245 -2.33617
C -1.41267 -0.56603 -1.09944
C -0.92632 0.68456 -0.70776
C -0.79392 1.67294 -1.68657
C -1.36494 1.50482 -2.96202
C -1.23244 -1.82414 -0.29729
C -0.48575 -2.92267 -1.10236
N 0.79970 -2.56211 -1.63155
Fe -0.68841 1.18239 1.32973
C -0.04439 2.94422 -1.36516
P 0.63767 2.78154 0.34039
H -2.59430 -1.64102 -2.56341
H -1.25770 2.30258 -3.70036
H -2.58713 0.22030 -4.21653
H -0.68639 3.84288 -1.38371
H 0.80903 3.11158 -2.04165
H -0.69488 -1.63886 0.64116
H -2.21813 -2.24310 -0.03236
H -0.30435 -3.77571 -0.41972
C 0.99265 4.45254 0.90594
C 2.26168 2.01308 0.07562
H -1.10439 -3.26310 -1.94587
C 0.99255 -2.35736 -3.03167
C 1.82741 -2.13827 -0.72885
H -2.04054 2.22496 1.11601
H 0.43545 -3.12662 -3.58921
H 0.63522 -1.36442 -3.37141
H 2.06937 -2.43039 -3.24637
H 1.99832 -2.91342 0.03706
H 2.74897 -1.98242 -1.30732
H 1.56430 -1.20417 -0.19378
H 2.60390 2.22528 -0.94627
H 2.95570 2.43908 0.81147
H 2.18930 0.92805 0.22911
H 0.71034 5.18269 0.13563
H 0.42041 4.63900 1.82291
H 2.06445 4.53140 1.12853
H -1.53283 2.68071 1.45286
C -1.52122 -1.08434 3.45965
C -0.06165 -0.65196 3.41328
C 0.89338 -1.76655 3.81708
O 0.30461 -0.16917 2.15427
H -1.73396 -1.80604 2.65756
H -2.20318 -0.23349 3.32430
H -1.75068 -1.55604 4.42196
H 0.06179 0.16140 4.15322
H 0.85165 -2.59250 3.09664
H 1.91925 -1.39128 3.83809
H 0.63972 -2.15309 4.80826
```

Values from the calculation:
Frontier orbital gap (alpha / beta) ... 7.6275 / 7.0244 eV
Highest occupied orbital energy (alpha / beta) ... -7.1 / -7.1 eV
Multiplicity ... 5

=====

No. 5
# C2H4O2S2

The molecule C2H4O2S2 at a distorted geometry (the ωB97M-V functional and the def2-TZVPD basis, the Open Molecules 2025 dataset).

Structure (XYZ):
```
10
Properties=species:S:1:pos:R:3
C 0.50458 0.22877 0.72693
C -1.95989 -0.31970 -0.23810
O 3.17168 1.32728 0.28496
O 3.04052 -1.07013 -0.20681
S -0.55084 -1.00638 0.61141
S 2.38108 0.22176 -0.16832
H 0.12728 1.20147 0.34552
H -2.39110 -1.15604 -0.91026
H -1.57212 0.44680 -0.87239
H -2.75118 0.12616 0.42704
```

Values from the calculation:
Frontier orbital gap (alpha / beta) ... 7.5570 / 7.5581 eV
Highest occupied orbital energy (alpha / beta) ... -9.0 / -9.0 eV